{
  "formula": "C4H10NO2S",
  "method": "the ωB97M-V functional and the def2-TZVPD basis",
  "symbols": ["C", "C", "C", "C", "N", "O", "O", "S", "H", "H", "H", "H", "H", "H", "H", "H", "H", "H"],
  "coordinates": [[0.52, -1.15, -0.57], [0.59, -2.29, 0.39], [-1.76, 1.21, -0.73], [0.62, 0.21, 0.14], [-0.24, 1.25, -0.84], [0.57, -1.24, -1.79], [-0.08, 0.03, 1.31], [2.40, 0.84, 0.48], [0.59, -2.17, 1.44], [1.51, -2.81, 0.13], [-0.24, -2.93, 0.12], [-2.01, 1.00, 0.30], [-2.18, 2.15, -1.03], [-1.94, 0.42, -1.41], [-0.06, 0.93, -1.74], [0.26, 2.14, -0.91], [0.11, 0.92, 1.74], [3.01, 0.21, -0.59]],
  "lowdin_charge": [-0.40, 0.02, 0.06, -0.65, 0.07, 0.12, -0.03, 0.86, 0.08, 0.12, 0.11, 0.10, 0.11, 0.09, 0.10, 0.16, 0.15, -0.07],
  "multiplicity": 1,
  "charge": 1,
  "smiles": "C[NH2+][C@](O)(S)C(C)=O",
  "gap_ev": 10.3115,
  "de_lowest_kcal_mol": 38.8,
  "lumo_energy_ev": -4.115,
  "energy_ha": -761.5317,
  "homo_energy_ev": -14.43,
  "largest_force_ev_per_a": 3.73
}


{
  "formula": "C30H42As2BMoN4O3S",
  "method": "the ωB97M-V functional and the def2-TZVPD basis",
  "symbols": ["Mo", "C", "C", "N", "C", "S", "N", "N", "C", "C", "C", "C", "C", "C", "C", "N", "H", "H", "H", "H", "H", "H", "H", "H", "H", "H", "H", "H", "H", "C", "As", "C", "C", "C", "C", "C", "C", "C", "As", "C", "C", "H", "H", "H", "H", "H", "H", "H", "H", "H", "H", "H", "H", "H", "H", "H", "H", "O", "B", "O", "C", "C", "C", "C", "C", "C", "H", "H", "H", "H", "C", "C", "C", "C", "O", "H", "H", "H", "H", "H", "H", "H", "H", "H"],
  "coordinates": [[-0.95, -0.59, 0.01], [3.96, -0.80, 4.52], [3.31, 0.15, 3.54], [1.88, -0.11, 3.41], [1.29, -0.52, 2.27], [-0.36, -1.11, 2.37], [1.93, -0.49, 1.13], [1.14, -1.11, 0.17], [1.61, -2.17, -0.39], [3.00, -2.65, -0.15], [0.65, -2.89, -1.23], [0.99, -3.97, -2.04], [0.00, -4.58, -2.79], [-1.31, -4.12, -2.71], [-1.57, -3.05, -1.87], [-0.62, -2.46, -1.15], [5.04, -0.65, 4.54], [3.59, -0.66, 5.53], [3.77, -1.84, 4.23], [3.45, 1.19, 3.87], [3.74, 0.07, 2.55], [1.33, -0.23, 4.25], [3.22, -2.62, 0.92], [3.16, -3.65, -0.53], [3.71, -1.97, -0.63], [2.01, -4.32, -2.11], [0.25, -5.42, -3.43], [-2.11, -4.57, -3.28], [-2.57, -2.65, -1.76], [-0.26, 2.35, 2.77], [-1.06, 1.84, 1.08], [-0.42, 3.31, -0.03], [-2.96, 2.09, 1.38], [-3.48, 2.60, 2.56], [-4.86, 2.62, 2.76], [-5.71, 2.13, 1.78], [-5.19, 1.62, 0.60], [-3.82, 1.58, 0.40], [-2.95, 0.93, -1.20], [-3.04, 2.60, -2.23], [-4.28, -0.10, -2.16], [0.82, 2.25, 2.68], [-0.62, 1.71, 3.57], [-0.51, 3.39, 2.98], [-0.90, 4.25, 0.25], [-0.59, 3.09, -1.08], [0.65, 3.38, 0.15], [-2.83, 2.98, 3.34], [-5.26, 3.02, 3.69], [-6.78, 2.15, 1.94], [-5.87, 1.24, -0.15], [-4.06, 2.73, -2.57], [-2.36, 2.55, -3.08], [-2.77, 3.43, -1.59], [-5.23, 0.44, -2.19], [-4.42, -1.07, -1.70], [-3.93, -0.23, -3.19], [1.12, -0.43, -2.55], [0.01, 0.20, -1.98], [-0.41, 1.21, -2.84], [0.44, 1.20, -3.92], [0.44, 2.01, -5.04], [1.43, 1.77, -5.98], [2.37, 0.76, -5.80], [2.36, -0.06, -4.67], [1.37, 0.20, -3.74], [-0.29, 2.80, -5.17], [1.47, 2.38, -6.87], [3.12, 0.60, -6.56], [3.09, -0.84, -4.53], [-4.82, -2.42, 0.49], [-3.51, -2.15, 1.23], [-3.82, -1.49, 2.57], [-2.76, -3.46, 1.44], [-2.75, -1.24, 0.45], [-5.42, -3.16, 1.03], [-4.62, -2.83, -0.51], [-5.40, -1.51, 0.40], [-4.53, -2.09, 3.15], [-4.27, -0.50, 2.40], [-2.92, -1.36, 3.17], [-3.30, -4.11, 2.13], [-1.76, -3.29, 1.85], [-2.65, -4.01, 0.49]],
  "lowdin_spin": [1.64, 0.00, 0.00, 0.00, 0.01, 0.05, 0.01, 0.00, 0.01, 0.00, 0.01, 0.00, 0.02, 0.00, 0.02, 0.01, 0.00, 0.00, 0.00, 0.00, 0.00, 0.00, 0.00, 0.00, 0.00, 0.00, 0.00, 0.00, 0.00, 0.00, 0.01, 0.00, 0.01, 0.00, 0.00, 0.00, 0.00, 0.00, 0.00, 0.00, 0.01, 0.00, 0.00, 0.00, 0.00, 0.00, 0.00, 0.00, 0.00, 0.00, 0.00, 0.00, 0.00, 0.00, 0.00, 0.00, 0.00, 0.00, 0.00, 0.00, 0.00, 0.00, 0.00, 0.00, 0.00, 0.00, 0.00, 0.00, 0.00, 0.00, 0.00, 0.01, 0.01, 0.00, 0.16, 0.00, 0.00, 0.00, 0.00, 0.00, 0.00, 0.00, 0.00, 0.00],
  "multiplicity": 3,
  "charge": 1,
  "gap_ev": [7.2040, 7.3918],
  "de_lowest_kcal_mol": 16.0,
  "lumo_energy_ev": [-2.925, -3.424],
  "energy_ha": -6575.8104,
  "homo_energy_ev": [-10.13, -10.82],
  "largest_force_ev_per_a": 0.48
}


{
  "formula": "C42H81BBrFN3O9PS",
  "method": "the ωB97M-V functional and the def2-TZVPD basis",
  "symbols": ["C", "C", "C", "C", "Br", "O", "C", "C", "F", "C", "C", "C", "C", "C", "O", "C", "C", "O", "C", "S", "C", "C", "C", "C", "N", "C", "C", "C", "C", "B", "O", "O", "C", "C", "P", "O", "O", "H", "H", "H", "H", "H", "H", "H", "H", "H", "H", "H", "H", "H", "H", "H", "H", "H", "H", "H", "H", "H", "H", "H", "H", "H", "H", "H", "H", "H", "H", "H", "H", "H", "H", "H", "H", "H", "H", "H", "H", "H", "H", "H", "H", "H", "C", "C", "C", "C", "C", "C", "N", "O", "C", "C", "C", "H", "H", "H", "H", "H", "H", "H", "H", "H", "H", "H", "H", "H", "H", "H", "H", "H", "H", "C", "C", "C", "C", "C", "C", "N", "O", "C", "C", "C", "H", "H", "H", "H", "H", "H", "H", "H", "H", "H", "H", "H", "H", "H", "H", "H", "H", "H"],
  "coordinates": [[4.10, 2.97, 0.12], [3.93, 1.51, 0.80], [2.65, 0.68, 0.32], [2.59, 0.26, -1.23], [4.50, 0.16, -1.93], [2.10, -1.06, -1.54], [0.71, -1.31, -1.28], [-0.11, -1.07, -2.61], [-1.11, -0.02, -2.35], [-0.85, -2.22, -3.38], [-0.20, -2.53, -4.85], [0.61, -2.72, -0.54], [1.36, -2.75, 0.93], [0.49, -2.23, 2.14], [0.36, -0.80, 2.27], [0.67, -0.35, 3.62], [2.24, -0.31, 3.93], [-0.57, -3.45, -0.40], [-1.87, -2.97, -0.26], [-2.23, -1.27, 0.37], [-2.68, -4.11, 0.60], [-3.50, -3.57, 1.86], [-4.96, -2.95, 1.53], [-5.35, -2.96, -0.02], [-6.51, -2.02, -0.30], [-7.23, -1.15, 0.60], [-8.26, -0.45, -0.34], [-8.12, -0.96, -1.80], [-6.97, -1.99, -1.67], [1.66, -3.70, -1.40], [3.04, -3.93, -0.97], [1.27, -4.41, -2.59], [2.39, -4.75, -3.44], [3.19, -3.51, -4.07], [1.87, 1.73, -2.17], [1.92, 1.62, -3.86], [0.43, 2.36, -1.52], [4.64, 3.68, 0.86], [3.04, 3.40, 0.03], [4.59, 2.95, -0.90], [3.73, 1.75, 1.92], [4.91, 0.91, 0.83], [1.74, 1.37, 0.49], [2.52, -0.18, 1.06], [0.35, -0.51, -0.52], [0.61, -0.57, -3.37], [-0.96, -3.23, -2.88], [-1.92, -1.87, -3.62], [-0.76, -1.82, -5.58], [0.90, -2.23, -4.92], [-0.43, -3.59, -5.21], [1.53, -3.89, 1.11], [2.40, -2.30, 0.90], [1.00, -2.61, 3.12], [-0.55, -2.74, 2.15], [0.15, -1.04, 4.39], [0.26, 0.70, 3.81], [2.85, 0.32, 3.20], [2.47, -0.01, 5.02], [2.61, -1.40, 3.84], [-2.41, -3.03, -1.29], [-2.87, -0.52, -0.63], [-1.89, -4.85, 1.02], [-3.33, -4.77, -0.09], [-3.73, -4.50, 2.50], [-2.89, -2.90, 2.58], [-4.90, -1.84, 1.84], [-5.77, -3.41, 2.21], [-4.52, -2.62, -0.73], [-5.73, -4.02, -0.27], [-7.04, -1.03, 1.71], [-9.00, 0.35, 0.01], [-8.68, -0.67, -2.75], [-6.58, -2.59, -2.55], [3.49, -3.07, -0.80], [3.13, -5.51, -2.97], [1.93, -5.33, -4.34], [4.27, -3.52, -3.68], [2.76, -2.49, -3.84], [3.22, -3.61, -5.21], [2.80, 1.28, -4.15], [-0.05, 2.90, -2.19], [6.09, 0.75, 8.26], [6.05, 0.61, 6.72], [7.44, 0.15, 6.19], [8.49, 1.25, 6.13], [7.96, 2.49, 5.41], [6.63, 2.99, 6.01], [5.61, 1.91, 6.12], [5.14, 1.66, 4.86], [6.91, 3.61, 7.40], [6.13, 4.20, 5.18], [5.06, -0.55, 6.47], [5.40, 1.53, 8.61], [5.79, -0.17, 8.76], [7.09, 0.98, 8.64], [7.32, -0.25, 5.17], [7.82, -0.67, 6.80], [8.83, 1.51, 7.14], [9.37, 0.88, 5.60], [8.71, 3.28, 5.44], [7.82, 2.25, 4.35], [5.98, 3.93, 7.89], [7.55, 4.50, 7.31], [7.44, 2.95, 8.09], [5.99, 3.95, 4.12], [6.85, 5.02, 5.21], [5.18, 4.58, 5.57], [4.05, -0.28, 6.80], [5.36, -1.45, 7.01], [5.01, -0.84, 5.41], [-4.97, 1.92, -6.92], [-6.23, 2.16, -6.05], [-6.51, 3.68, -5.93], [-5.61, 4.41, -4.94], [-5.58, 3.70, -3.60], [-5.20, 2.21, -3.73], [-6.05, 1.49, -4.73], [-7.28, 1.31, -4.18], [-3.71, 2.10, -4.10], [-5.27, 1.55, -2.33], [-7.39, 1.55, -6.89], [-4.45, 1.01, -6.62], [-5.22, 1.78, -7.98], [-4.27, 2.75, -6.89], [-7.55, 3.84, -5.61], [-6.42, 4.16, -6.91], [-4.60, 4.51, -5.35], [-5.98, 5.43, -4.80], [-4.88, 4.21, -2.93], [-6.57, 3.80, -3.12], [-3.42, 1.05, -4.26], [-3.08, 2.49, -3.30], [-3.43, 2.66, -4.99], [-6.26, 1.64, -1.86], [-4.56, 2.02, -1.64], [-5.02, 0.48, -2.38], [-7.27, 0.47, -6.99], [-7.42, 1.98, -7.89], [-8.37, 1.74, -6.44]],
  "lowdin_spin": [0.00, 0.00, 0.00, 0.00, 0.00, 0.00, 0.00, 0.00, 0.00, 0.00, 0.00, 0.00, 0.00, 0.00, 0.00, 0.00, 0.00, 0.00, 0.00, 0.00, 0.00, 0.00, 0.00, 0.00, 0.00, 0.00, 0.00, 0.00, 0.00, 0.00, 0.00, 0.00, 0.00, 0.00, 0.00, 0.00, 0.00, 0.00, 0.00, 0.00, 0.00, 0.00, 0.00, 0.00, 0.00, 0.00, 0.00, 0.00, 0.00, 0.00, 0.00, 0.00, 0.00, 0.00, 0.00, 0.00, 0.00, 0.00, 0.00, 0.00, 0.00, 0.00, 0.00, 0.00, 0.00, 0.00, 0.00, 0.00, 0.00, 0.00, 0.00, 0.00, 0.00, 0.00, 0.00, 0.00, 0.00, 0.00, 0.00, 0.00, 0.00, 0.00, 0.00, 0.02, 0.01, 0.00, 0.01, 0.02, 0.32, 0.59, 0.00, 0.00, 0.00, 0.00, 0.00, 0.00, 0.00, 0.00, 0.00, 0.00, 0.00, 0.00, 0.00, 0.00, 0.00, 0.00, 0.00, 0.00, 0.00, 0.00, 0.00, 0.00, 0.02, 0.01, 0.00, 0.01, 0.02, 0.32, 0.59, 0.00, 0.00, 0.00, 0.00, 0.00, 0.00, 0.00, 0.00, 0.00, 0.00, 0.00, 0.00, 0.00, 0.00, 0.00, 0.00, 0.00, 0.00, 0.00, 0.00, 0.00],
  "multiplicity": 3,
  "gap_ev": [7.4763, 7.0319],
  "de_lowest_kcal_mol": 0.0,
  "lumo_energy_ev": [0.141, -0.304],
  "energy_ha": -5928.2031,
  "homo_energy_ev": [-7.34, -7.34],
  "largest_force_ev_per_a": 5.90
}


{
  "formula": "C2H4N2OS2",
  "method": "the ωB97M-V functional and the def2-TZVPD basis",
  "symbols": ["C", "C", "N", "N", "O", "S", "S", "H", "H", "H", "H"],
  "coordinates": [[-0.13, -0.31, 0.22], [-1.51, 0.35, 0.34], [1.56, 0.02, -2.28], [0.85, 0.28, 0.86], [-0.09, -1.29, -0.51], [2.36, -0.58, 0.71], [1.66, -1.19, -1.56], [-2.00, 0.02, -0.55], [-1.61, 1.38, 0.28], [-1.93, 0.00, 1.33], [0.85, 1.32, 1.17]],
  "lowdin_charge": [-0.71, 0.02, -0.44, -0.34, -0.19, 0.51, 0.74, 0.08, 0.05, 0.12, 0.17],
  "multiplicity": 1,
  "gap_ev": 8.3900,
  "de_lowest_kcal_mol": 68.0,
  "lumo_energy_ev": 0.015,
  "energy_ha": -1059.6349,
  "homo_energy_ev": -8.37,
  "largest_force_ev_per_a": 5.22
}


{
  "formula": "C16H37BI2O10P",
  "method": "the ωB97M-V functional and the def2-TZVPD basis",
  "symbols": ["C", "C", "O", "P", "O", "C", "C", "C", "C", "C", "C", "O", "O", "B", "O", "C", "I", "C", "C", "O", "I", "O", "C", "C", "H", "H", "H", "H", "H", "H", "H", "H", "H", "H", "H", "H", "H", "H", "H", "H", "H", "H", "H", "H", "H", "H", "H", "H", "H", "C", "O", "H", "H", "H", "H", "C", "O", "H", "H", "H", "H", "C", "O", "H", "H", "H", "H"],
  "coordinates": [[4.60, -1.17, 1.79], [4.73, 0.11, 0.79], [3.52, 0.90, 0.71], [2.35, 0.18, -0.33], [2.98, -0.65, -1.45], [1.19, -0.83, 0.80], [0.71, -2.23, 0.17], [-0.80, -2.27, -0.37], [-1.54, -3.36, 0.55], [-1.76, -2.92, 2.08], [-1.31, -4.01, 3.16], [0.15, -4.13, 3.26], [-0.61, -2.83, -1.72], [-0.44, -1.66, -2.64], [-0.77, -0.40, -1.87], [-1.57, -0.92, -0.81], [-3.36, -1.65, -1.93], [-2.21, 0.06, 0.28], [-1.58, 1.54, 0.31], [-1.36, 2.25, -0.71], [-1.12, 2.37, 2.31], [1.49, 1.47, -1.10], [2.13, 2.74, -0.78], [1.44, 3.91, -1.68], [5.62, -1.64, 2.00], [4.15, -0.81, 2.79], [3.86, -1.90, 1.29], [5.18, -0.18, -0.22], [5.52, 0.79, 1.29], [0.35, -0.16, 1.20], [1.84, -1.09, 1.72], [1.50, -2.59, -0.60], [0.78, -3.00, 1.03], [-2.57, -3.70, 0.15], [-0.89, -4.32, 0.54], [-2.83, -2.58, 2.30], [-1.08, -2.00, 2.25], [-1.82, -5.04, 3.00], [-1.65, -3.63, 4.20], [0.42, -3.82, 4.15], [0.74, -1.60, -2.78], [-0.88, -1.75, -3.74], [-3.32, 0.21, 0.00], [-2.20, -0.33, 1.36], [3.24, 2.74, -1.09], [2.00, 2.99, 0.33], [0.69, 4.47, -1.01], [2.22, 4.62, -2.14], [0.83, 3.34, -2.48], [-3.53, 4.55, -2.34], [-2.59, 3.60, -2.79], [-4.03, 5.00, -3.20], [-4.28, 4.06, -1.71], [-3.02, 5.33, -1.77], [-2.16, 3.22, -2.01], [2.72, -6.56, 3.41], [1.44, -7.02, 3.83], [3.49, -7.14, 3.92], [2.82, -6.69, 2.33], [2.83, -5.50, 3.67], [0.78, -6.49, 3.37], [-3.47, 8.03, -3.86], [-4.74, 7.57, -3.44], [-2.70, 7.44, -3.36], [-3.37, 7.90, -4.94], [-3.35, 9.08, -3.59], [-5.40, 8.10, -3.89]],
  "lowdin_charge": [-0.10, -0.29, -0.30, 0.74, -0.31, -0.18, -0.11, -0.42, -0.14, -0.17, -0.23, -0.13, -0.18, -0.73, -0.13, -0.61, 0.94, -0.19, -0.67, -0.05, 0.70, -0.26, -0.30, -0.08, 0.07, 0.08, 0.07, 0.12, 0.12, 0.04, 0.08, 0.14, 0.10, 0.08, 0.13, 0.12, 0.11, 0.13, 0.12, 0.10, 0.06, 0.04, 0.07, 0.08, 0.12, 0.11, 0.07, 0.07, 0.09, -0.17, -0.13, 0.06, 0.08, 0.07, 0.02, -0.17, -0.14, 0.07, 0.08, 0.07, 0.05, -0.16, -0.14, 0.07, 0.08, 0.07, 0.07],
  "multiplicity": 1,
  "charge": -1,
  "gap_ev": 5.9303,
  "lumo_energy_ev": 1.847,
  "energy_ha": -2345.7887,
  "homo_energy_ev": -4.08,
  "largest_force_ev_per_a": 6.24
}


{
  "formula": "C33H34Cl3GeMoN2O5",
  "method": "the ωB97M-V functional and the def2-TZVPD basis",
  "symbols": ["Mo", "O", "C", "O", "C", "C", "C", "C", "C", "N", "C", "O", "O", "H", "H", "H", "N", "C", "C", "C", "C", "C", "C", "C", "C", "C", "C", "C", "C", "H", "H", "H", "H", "H", "H", "H", "H", "H", "H", "Cl", "C", "C", "C", "Cl", "C", "O", "C", "Cl", "C", "H", "H", "C", "C", "C", "C", "Ge", "C", "C", "C", "C", "H", "H", "H", "H", "H", "H", "H", "H", "H", "H", "H", "H", "H", "H", "H", "H", "H", "H", "H"],
  "coordinates": [[-0.58, -1.59, -0.84], [-2.25, -5.12, -1.66], [-1.83, -4.15, -1.13], [-0.81, -3.38, -1.57], [-2.36, -3.63, 0.19], [-3.25, -4.28, 1.00], [-3.54, -3.73, 2.24], [-2.89, -2.57, 2.64], [-2.02, -1.97, 1.76], [-1.80, -2.48, 0.55], [-1.20, -0.76, 2.13], [-1.24, -0.31, 3.24], [-0.45, -0.29, 1.12], [-3.69, -5.22, 0.66], [-4.25, -4.21, 2.90], [-3.03, -2.12, 3.61], [0.94, -0.77, -2.35], [1.41, -1.93, -3.10], [1.21, -2.01, -4.47], [1.61, -3.15, -5.15], [2.19, -4.20, -4.45], [2.39, -4.10, -3.08], [2.00, -2.96, -2.38], [2.23, -2.82, -0.90], [3.46, -3.28, -0.42], [3.78, -3.21, 0.93], [2.85, -2.69, 1.82], [1.63, -2.22, 1.35], [1.28, -2.27, -0.01], [0.64, -0.06, -2.98], [1.73, -0.41, -1.82], [0.75, -1.18, -5.00], [1.46, -3.22, -6.22], [2.50, -5.11, -4.98], [2.82, -4.93, -2.53], [4.19, -3.67, -1.12], [4.74, -3.56, 1.29], [3.07, -2.64, 2.88], [0.95, -1.83, 2.09], [-3.75, 3.22, -5.64], [-3.13, 2.28, -4.32], [-2.90, 0.94, -4.48], [-2.38, 0.23, -3.42], [-2.12, -1.47, -3.56], [-2.06, 0.80, -2.19], [-1.50, 0.08, -1.18], [-2.37, 2.15, -2.06], [-2.13, 2.94, -0.54], [-2.89, 2.89, -3.11], [-3.13, 0.45, -5.42], [-3.10, 3.95, -2.97], [2.45, 5.39, -0.13], [1.57, 4.19, 0.20], [2.26, 2.86, -0.12], [1.33, 1.63, -0.09], [0.48, 1.34, 1.60], [-0.69, 2.54, 2.52], [-0.22, 2.76, 3.97], [-1.37, 3.15, 4.90], [-0.89, 3.46, 6.32], [1.98, 6.32, 0.16], [2.64, 5.44, -1.21], [3.42, 5.32, 0.38], [0.62, 4.25, -0.36], [1.31, 4.22, 1.27], [3.08, 2.71, 0.60], [2.72, 2.92, -1.10], [1.92, 0.72, -0.24], [0.58, 1.68, -0.88], [1.53, 0.72, 2.54], [-1.68, 2.09, 2.50], [-0.73, 3.48, 1.96], [0.55, 3.54, 4.00], [0.25, 1.85, 4.36], [-2.08, 2.33, 4.92], [-1.89, 4.02, 4.48], [-0.32, 2.62, 6.73], [-1.73, 3.65, 6.99], [-0.25, 4.35, 6.34]],
  "lowdin_spin": [1.71, 0.00, 0.01, 0.05, 0.02, 0.00, 0.02, 0.00, 0.02, 0.00, 0.00, 0.01, 0.02, 0.00, 0.00, 0.00, 0.01, 0.01, 0.00, 0.00, 0.00, 0.00, 0.00, 0.01, 0.00, 0.01, 0.00, 0.01, -0.02, 0.00, 0.00, 0.00, 0.00, 0.00, 0.00, 0.00, 0.00, 0.00, 0.00, 0.00, 0.01, 0.00, 0.01, 0.02, 0.00, 0.06, 0.01, 0.00, 0.00, 0.00, 0.00, 0.00, 0.00, 0.00, 0.00, 0.00, 0.00, 0.00, 0.00, 0.00, 0.00, 0.00, 0.00, 0.00, 0.00, 0.00, 0.00, 0.00, 0.00, 0.00, 0.00, 0.00, 0.00, 0.00, 0.00, 0.00, 0.00, 0.00, 0.00],
  "multiplicity": 3,
  "charge": 1,
  "gap_ev": [7.0228, 6.8985],
  "de_lowest_kcal_mol": 11.3,
  "lumo_energy_ev": [-4.101, -4.288],
  "energy_ha": -5289.2182,
  "homo_energy_ev": [-11.12, -11.19],
  "largest_force_ev_per_a": 1.79
}